Formula: C4H6O2
Source: OMol25
Level of theory: the ωB97M-V functional and the def2-TZVPD basis

Structure (XYZ):
```
12
Properties=species:S:1:pos:R:3:forces:R:3:nbo_charge:R:1
O -1.0474 -0.0644 -1.5038 -0.5 0.0 -0.2 -0.547
C -1.3831 -0.5275 -0.4356 0.1 0.0 -0.7 0.435
C -0.5666 -0.2913 0.7627 1.8 -1.3 0.1 -0.571
C 0.4217 0.8078 0.4275 -0.2 0.1 0.0 -0.513
C 1.2867 0.1658 -0.6281 1.1 -0.7 0.6 0.463
O 1.5065 -1.0306 -0.6031 0.3 0.6 -0.4 -0.553
H -2.2374 -1.2065 -0.3904 -0.3 -0.1 0.2 0.129
H 0.2574 -1.1964 0.6547 -2.4 1.2 1.0 0.311
H -1.1373 -0.2131 1.6849 0.3 -0.2 0.1 0.235
H -0.0269 1.7266 0.0528 0.0 0.0 0.0 0.229
H 1.0621 1.0477 1.2833 0.0 0.0 -0.1 0.240
H 1.8643 0.7820 -1.3050 0.0 0.5 -0.5 0.141
```
Forces are in eV/Å.

Formula: C4H6O2
Source: OMol25
Level of theory: the ωB97M-V functional and the def2-TZVPD basis

Structure (XYZ):
```
12
Properties=species:S:1:pos:R:3:forces:R:3:nbo_charge:R:1
O -0.7899 1.1399 -1.4653 -0.3 -0.1 -0.1 -0.695
C -0.0051 0.8534 -0.3530 0.2 0.1 0.2 0.088
C -0.6554 0.1630 0.9046 0.2 -0.1 0.1 -0.448
C 0.3780 -0.9644 0.6968 -0.5 0.3 0.2 0.048
O 0.0836 -1.5149 -0.5880 0.1 -0.1 0.1 -0.490
C 0.9065 -0.3483 -0.5050 0.5 0.2 -0.2 -0.001
H -1.0975 0.2703 -1.7624 -0.1 0.3 -0.2 0.473
H 0.5394 1.7536 -0.0528 -0.1 -0.1 -0.2 0.186
H -0.5305 0.7218 1.8364 0.0 0.0 -0.2 0.215
H -1.7153 -0.0980 0.7799 0.4 -0.2 0.1 0.222
H 1.0136 -1.4927 1.3781 -0.3 -0.5 0.4 0.202
H 1.9057 -0.4468 -0.9086 -0.1 0.2 -0.1 0.200
```
Forces are in eV/Å.

Across the entries above, relative energy (zero: lowest compared OMol25 entry of this formula, charge and spin) takes the values 1.6881 2.6196 eV, respectively.
Across the entries above, LUMO level takes the values 0.972 1.073 eV, respectively.
Across the entries above, E_HOMO takes the values -9.942 -10.014 eV, respectively.